No. 1
This record from OMol25 describes one molecule with the formula C12H26N6O3 at a distorted geometry. The level of theory is ωB97M-V/def2-TZVPD.

Values from the calculation:
**HOMO energy**: -8.83 eV
**SMILES string**: [H]/N=C(\N)NCCC[C@H](NC(=O)[C@@H](N)CCCCN)C(=O)O
**Frontier orbital gap**: 9.2 eV
**E_LUMO**: 0.3 eV

The geometry in XYZ format:
```
47
C12H26N6O3 ωB97M-V/def2-TZVPD
C -1.52 0.99 -1.65
C -1.35 -0.59 -1.57
C -0.16 1.65 -2.04
C 0.96 1.35 -1.03
C 1.95 2.50 -1.02
C 2.65 2.64 -2.36
C -1.49 -2.62 -0.17
C -2.47 -3.41 -0.99
C -1.53 -2.99 1.37
C -0.78 -2.08 2.32
C 0.66 -1.56 1.97
C 0.50 0.75 2.94
H -3.16 1.46 -0.38
H -1.61 1.38 0.37
H -2.25 1.11 -2.50
H -0.33 2.69 -2.03
H 0.20 1.28 -3.03
H 0.45 1.26 -0.03
H 1.39 0.41 -1.31
H 2.72 2.26 -0.27
H 1.41 3.41 -0.71
H 2.02 3.01 -3.15
H 3.37 3.49 -2.34
H 3.87 1.02 -2.11
H 3.67 1.47 -3.72
H -2.08 -0.70 0.42
H -0.42 -2.84 -0.49
H -2.58 -3.06 1.75
H -1.23 -4.09 1.44
H -1.39 -1.24 2.57
H -0.64 -2.48 3.36
H 0.74 -1.18 0.94
H 1.40 -2.36 1.95
H 1.55 -0.77 3.78
H -0.89 1.95 2.21
H 2.17 1.28 4.06
H 0.98 2.45 4.07
H -1.22 -2.94 -2.33
N -2.13 1.59 -0.50
N 3.20 1.34 -2.78
N -1.83 -1.20 -0.47
N 1.08 -0.52 2.89
N -0.51 1.00 2.13
N 1.16 1.43 3.97
O -0.98 -1.20 -2.57
O -3.56 -3.80 -0.70
O -2.00 -3.56 -2.24
```

Atomic partial charges in e from the natural (NBO) method, atoms 1 to 6: -0.11, 0.68, -0.40, -0.43, -0.40, -0.22

No. 2
This record from OMol25 describes a 2-piece molecular cluster, C4H7ClO overall at a distorted geometry. The level of theory is ωB97M-V/def2-TZVPD.

Values from the calculation:
**HOMO energy**: -8.27 eV
**Frontier orbital gap**: 7.0 eV
**E_LUMO**: -1.2 eV

The geometry in XYZ format:
```
13
C4H7ClO ωB97M-V/def2-TZVPD
C 0.31 1.06 -0.83
C -0.39 0.07 -1.81
C -0.03 -0.25 -0.48
C 0.26 -1.12 1.71
O 0.05 -1.24 0.30
Cl -2.61 0.09 1.06
H 1.34 1.38 -1.04
H -0.33 1.88 -0.58
H -1.51 0.22 -2.02
H 0.30 -0.17 -2.63
H -0.68 -0.56 2.02
H 1.10 -0.48 1.88
H 0.25 -2.09 2.15
```

Atomic partial charges in e from the natural (NBO) method, atoms 1 to 6: -0.52, -0.49, 0.68, -0.31, -0.34, -0.83

No. 3
This record from OMol25 describes a 2-piece molecular cluster, C4H7NO2 overall. The level of theory is ωB97M-V/def2-TZVPD.

Values from the calculation:
**HOMO energy (spin up / spin down)**: -7.84 / -7.84 eV
**Frontier orbital gap (spin up / spin down)**: 8.0 / 8.0 eV
**E_LUMO (spin up / spin down)**: 0.2 / 0.2 eV

The geometry in XYZ format:
```
14
C4H7NO2 ωB97M-V/def2-TZVPD
O -2.23 0.11 -1.43
C -1.43 -0.26 -0.36
C -0.29 -1.17 -0.60
N 0.67 -0.76 0.18
C 0.46 0.44 0.85
C -0.79 0.93 0.40
O -1.38 2.00 0.48
H -2.46 1.04 -1.22
H -2.02 -0.77 0.45
H -0.20 -2.06 -1.20
H 3.43 0.56 0.05
H 1.47 -1.35 0.31
H 3.48 0.31 0.75
H 1.28 0.96 1.33
```

Atomic partial charges in e from the natural (NBO) method, atoms 1 to 6: -0.69, -0.05, 0.03, -0.37, -0.32, 0.46

It is found that the ΔE to the lowest compared entry with this formula, charge and spin values, taken in the order of the records, are 119.9, 380.1, 344.1 kJ/mol.
It is found that the electronic energy values, taken in the order of the records, are -27949.29564, -18827.58918, -9843.71311 eV.